{
  "formula": "C2H3O5P",
  "method": "ωB97M-V with the def2-TZVPD basis set",
  "elements": ["C", "P", "O", "O", "O", "C", "O", "O", "H", "H", "H"],
  "coordinates": [[1.328, -0.860, 0.205], [-0.541, -0.537, 0.534], [-1.118, -1.900, 0.752], [-0.750, 0.490, 1.598], [-1.025, 0.097, -0.845], [-1.009, 1.565, -0.692], [0.082, 2.087, -0.810], [-2.130, 2.015, -0.880], [2.268, -0.116, 0.305], [1.577, -1.787, 0.672], [1.319, -1.053, -0.839]],
  "charge": -2,
  "smiles": "C[P@@](=O)([O-])OC(=O)[O-]",
  "homo_ev": -0.45,
  "homo_lumo_gap_ev": 7.614,
  "fmax_ev_per_a": 3.35,
  "relative_energy_kcal_mol": 12.3,
  "e_tot_ev": -21651.0770,
  "e_lumo_ev": 7.16
}



{
  "formula": "C4H4N4",
  "method": "ωB97M-V with the def2-TZVPD basis set",
  "elements": ["C", "N", "C", "C", "C", "N", "N", "N", "H", "H", "H", "H"],
  "coordinates": [[-1.119, 0.891, -2.469], [-0.542, 0.234, -1.229], [0.431, 0.726, -0.554], [0.423, 0.070, 0.687], [1.227, -0.024, 2.012], [1.820, -0.337, 2.986], [-0.520, -1.114, 0.417], [-1.202, -0.869, -0.680], [-1.433, -0.083, -3.198], [-2.098, 1.434, -1.908], [-0.402, 1.698, -2.677], [1.279, 1.577, -0.735]],
  "smiles": "Cn1cc(C#N)nn1",
  "homo_ev": -9.82,
  "homo_lumo_gap_ev": 10.205,
  "fmax_ev_per_a": 6.87,
  "relative_energy_kcal_mol": 93.5,
  "e_tot_ev": -10168.7814,
  "e_lumo_ev": 0.38
}



{
  "formula": "C7H10",
  "method": "ωB97M-V with the def2-TZVPD basis set",
  "elements": ["C", "C", "C", "C", "C", "C", "C", "H", "H", "H", "H", "H", "H", "H", "H", "H", "H"],
  "coordinates": [[-2.232, -0.172, -0.687], [-1.110, 0.821, -0.422], [0.231, 0.211, -0.306], [1.552, 0.917, -0.279], [1.907, -0.125, 0.811], [0.657, -0.933, 0.354], [0.043, -2.162, 0.588], [-2.191, -0.524, -1.721], [-3.205, 0.294, -0.512], [-2.121, -1.052, -0.043], [-1.085, 1.647, -1.142], [-1.255, 1.302, 0.563], [2.123, 0.747, -1.200], [1.562, 1.985, -0.041], [1.712, 0.309, 1.799], [2.885, -0.604, 0.786], [0.528, -2.660, 1.452]],
  "homo_ev": [-7.76, -7.76],
  "homo_lumo_gap_ev": [7.118, 7.123],
  "fmax_ev_per_a": 0.45,
  "relative_energy_kcal_mol": 115.1,
  "e_tot_ev": -7416.0444,
  "e_lumo_ev": [-0.64, -0.64]
}



{
  "formula": "C12H33NO7",
  "method": "ωB97M-V with the def2-TZVPD basis set",
  "elements": ["N", "H", "H", "H", "H", "O", "H", "C", "O", "C", "C", "O", "C", "C", "O", "C", "H", "H", "H", "H", "H", "H", "H", "H", "H", "H", "H", "H", "H", "H", "C", "O", "C", "C", "O", "C", "C", "O", "C", "H", "H", "H", "H", "H", "H", "H", "H", "H", "H", "H", "H", "H", "H"],
  "coordinates": [[-0.327, -0.398, 0.365], [0.498, -0.189, -0.157], [-0.751, -1.119, -0.145], [-1.072, 0.335, 0.588], [0.126, -0.851, 1.121], [-1.238, -2.304, 2.467], [-1.387, -1.746, 3.245], [-3.777, 0.399, 1.731], [-3.376, 0.379, 0.447], [-3.867, -0.721, -0.353], [-3.299, -0.521, -1.742], [-2.088, -0.645, -1.919], [-1.725, -1.260, -3.171], [-0.227, -1.120, -3.380], [0.478, -1.616, -2.297], [1.924, -1.381, -2.495], [-4.870, 0.372, 2.097], [-3.391, 1.089, 2.431], [-3.337, -0.377, 2.209], [-4.842, -0.865, -0.624], [-3.360, -1.607, 0.231], [-3.676, 0.388, -2.222], [-3.788, -1.165, -2.395], [-2.233, -1.075, -3.978], [-1.877, -2.171, -3.045], [-0.078, 0.044, -3.649], [0.099, -1.741, -4.202], [2.321, -0.432, -2.809], [2.440, -2.128, -3.087], [2.444, -1.410, -1.694], [-0.067, 2.896, 1.358], [-0.091, 2.458, -0.010], [1.100, 2.830, -0.708], [2.407, 2.422, -0.048], [2.330, 1.289, 0.451], [3.438, 0.770, 1.009], [3.168, -0.723, 1.473], [2.144, -0.613, 2.530], [1.942, -1.825, 3.098], [0.412, 3.864, 1.605], [0.316, 2.291, 2.015], [-1.120, 3.034, 1.536], [1.165, 3.942, -0.771], [0.954, 2.481, -1.728], [2.618, 2.855, 0.882], [3.227, 2.545, -0.694], [3.719, 1.384, 1.928], [4.158, 0.672, 0.132], [4.001, -1.183, 1.827], [2.782, -1.237, 0.607], [2.913, -2.075, 3.560], [1.556, -2.652, 2.514], [1.165, -1.596, 3.891]],
  "homo_ev": -6.03,
  "homo_lumo_gap_ev": 6.420,
  "fmax_ev_per_a": 11.46,
  "relative_energy_kcal_mol": 194.9,
  "e_tot_ev": -28789.0976,
  "e_lumo_ev": 0.39
}



{
  "formula": "C4H10N2O",
  "method": "ωB97M-V with the def2-TZVPD basis set",
  "elements": ["C", "C", "N", "C", "C", "N", "O", "H", "H", "H", "H", "H", "H", "H", "H", "H", "H"],
  "coordinates": [[-1.335, 1.155, -0.918], [-0.824, -0.174, -0.369], [-1.931, -0.986, 0.102], [0.205, 0.010, 0.700], [1.528, -0.069, 0.446], [2.147, -0.647, -0.625], [2.436, 0.321, 1.400], [-0.509, 1.754, -1.317], [-2.048, 0.994, -1.734], [-1.838, 1.742, -0.140], [-0.272, -0.684, -1.211], [-2.594, -0.438, 0.644], [-1.600, -1.785, 0.636], [-0.151, 0.340, 1.671], [3.139, -0.788, -0.451], [1.689, -1.485, -0.967], [1.959, 0.740, 2.133]],
  "smiles": "C[C@H](N)/C=C(\\N)O",
  "homo_ev": -7.76,
  "homo_lumo_gap_ev": 8.570,
  "fmax_ev_per_a": 2.40,
  "relative_energy_kcal_mol": 37.7,
  "e_tot_ev": -9337.3533,
  "e_lumo_ev": 0.81
}



{
  "formula": "C5H7NS2",
  "method": "ωB97M-V with the def2-TZVPD basis set",
  "elements": ["S", "C", "S", "C", "C", "C", "N", "C", "H", "H", "H", "H", "H", "H", "H"],
  "coordinates": [[-0.349, -3.090, 1.246], [-0.558, -1.603, 0.649], [-1.282, -1.288, -0.953], [-0.962, 0.521, -1.272], [0.399, 1.133, -0.771], [0.954, 0.148, 0.222], [1.148, 0.220, 1.675], [-0.106, -0.301, 1.166], [-1.804, 1.059, -0.814], [-1.076, 0.580, -2.347], [0.191, 2.095, -0.283], [1.111, 1.277, -1.580], [1.483, -0.653, -0.236], [1.786, -0.504, 1.964], [-0.934, 0.405, 1.334]],
  "smiles": "S=C1SCC[C@H]2N[C@H]12",
  "homo_ev": -8.70,
  "homo_lumo_gap_ev": 8.692,
  "fmax_ev_per_a": 0.97,
  "relative_energy_kcal_mol": 49.9,
  "e_tot_ev": -28456.7047,
  "e_lumo_ev": -0.01
}